DFT (ωB97M-V/def2-TZVPD) results for one molecule with the formula C2H4N3P in a non-equilibrium geometry.

The geometry in XYZ format:
```
10
C2H4N3P, DFT ωB97M-V/def2-TZVPD
C 2.27 0.37 0.08
C 0.40 1.72 0.22
N 1.57 1.59 0.22
N 1.52 -0.71 0.08
N 0.23 -0.62 0.16
P -0.84 -1.89 -0.09
H 3.34 0.39 0.34
H -0.61 2.07 0.46
H -1.23 -1.88 -1.32
H -1.94 -1.26 0.53
```

## Properties
Energy relative to the best compared isomer or geometry (same formula, charge and spin) ... 3.9348 eV
Total charge ... 0
Gap between HOMO and LUMO (spin up / spin down) ... 8.4 / 8.4 eV
Lowest unoccupied orbital energy (spin up / spin down) ... 0.5 / 0.5 eV
Multiplicity ... 1